The molecule C12H24N4O3S2 in a non-equilibrium geometry, computed with the ωB97M-V functional and the def2-TZVPD basis.

largest force on an atom: 1.0 eV Å⁻¹
LUMO: 0.69 eV
orbital gap: 8.592 eV
electronic energy: -1712.77076 Eh

```
! RIJCOSX wB97M-V def2-TZVPD def2/J DEFGRID3
* xyz 0 1
S -1.80711 1.58667 -1.39332
C -0.16607 1.42184 -1.57481
N 0.72055 2.13637 -0.85732
H 1.68987 1.86166 -0.90778
C 0.41828 3.26387 -0.01245
C 1.17212 3.20787 1.32688
O 0.50490 2.57533 2.38980
C 0.18746 1.20794 2.21404
C -1.32721 1.02481 2.09974
O -1.60612 -0.33185 1.82110
C -2.91900 -0.53410 1.33566
C -3.01215 -1.93384 0.72426
N -2.37056 -2.04053 -0.56266
C -1.07081 -2.30525 -0.79906
N -0.22965 -2.32349 0.25049
H -0.51526 -1.79940 1.07089
C 1.14184 -2.74593 0.17083
H 1.27012 -3.25685 -0.78681
H 1.34491 -3.46168 0.97560
C 2.15515 -1.59492 0.31901
O 1.97659 -0.52055 -0.57082
C 2.24123 -0.82869 -1.92961
C 1.68606 0.29999 -2.80682
N 0.30188 0.57998 -2.51950
H -0.36253 -0.10977 -2.85045
H 2.27528 1.21330 -2.68878
H 1.75451 -0.01603 -3.85052
H 3.32385 -0.94138 -2.08974
H 1.73808 -1.75674 -2.21825
H 3.16759 -2.01360 0.21555
H 2.05562 -1.15183 1.31402
S -0.62072 -2.67169 -2.35910
H -2.92896 -1.86538 -1.38389
H -2.56014 -2.65650 1.41045
H -4.06565 -2.18786 0.59220
H -3.64230 -0.43556 2.15811
H -3.15268 0.21428 0.56728
H -1.71008 1.65186 1.28591
H -1.81476 1.33375 3.03482
H 0.55476 0.66495 3.09373
H 0.66538 0.79777 1.31999
H 1.33337 4.22585 1.68914
H 2.15465 2.73659 1.15987
H 0.70833 4.18778 -0.53097
H -0.66065 3.29095 0.15328
*
```

---

A structure of composition C12H24N4OSeTaTl in a non-equilibrium geometry, computed with the ωB97M-V functional and the def2-TZVPD basis.

largest force on an atom: 2.2 eV Å⁻¹
LUMO (alpha / beta): -11.42 / -11.40 eV
orbital gap (alpha / beta): 3.366 / 3.596 eV
electronic energy: -3396.12305 Eh

```
! RIJCOSX wB97M-V def2-TZVPD def2/J DEFGRID3
* xyz 2 1
N 1.79505 -0.46773 -0.29670
C 4.14505 -1.84159 0.99869
O 5.02975 -1.95618 0.28500
Tl 2.58618 0.38294 -2.41435
Ta 0.03747 -0.00197 -0.08139
N -0.84005 -1.57308 -0.96086
N -0.15708 1.75067 -1.07574
C -0.38557 -2.96919 -1.10179
C 0.32462 3.08517 -0.71004
C 0.79700 -3.09223 -2.04904
C -1.48389 -3.88216 -1.65460
C 0.01982 -3.46415 0.27716
C 0.24137 4.08914 -1.87986
C -0.57673 3.57687 0.41991
C 1.77409 3.06414 -0.23764
H 0.53285 -2.74744 -3.05658
H 1.06570 -4.15725 -2.12060
H 1.67708 -2.54099 -1.70703
H -2.35519 -3.91138 -0.99742
H -1.09964 -4.90632 -1.72474
H -1.79142 -3.58752 -2.66230
H 0.94037 -2.98594 0.62962
H 0.17586 -4.54924 0.24707
H -0.77572 -3.25202 1.00198
H 0.57715 3.63533 -2.82048
H 0.89557 4.94682 -1.67193
H -0.77714 4.47966 -2.00085
H -1.62322 3.62328 0.09393
H -0.28442 4.58315 0.73402
H -0.53386 2.92155 1.30143
H 2.01072 2.28856 0.50197
H 1.97812 4.04458 0.22503
H 2.46489 2.94894 -1.08408
C -1.31842 1.78102 -1.98780
H -1.31597 0.93007 -2.68924
H -2.29997 1.82109 -1.46952
H -1.27183 2.69020 -2.60973
C -2.14960 -1.28396 -1.53063
H -2.92943 -1.99274 -1.21007
H -2.51972 -0.29375 -1.24075
H -2.09542 -1.31252 -2.63341
Se 0.03767 -0.00837 4.84996
C -0.22347 0.05573 3.14007
N -0.29851 0.07862 1.93000
*
```

---

A structure of composition C12H24N6O2ReSbSe4 in a non-equilibrium geometry, computed with the ωB97M-V functional and the def2-TZVPD basis.

largest force on an atom: 4.2 eV Å⁻¹
LUMO (alpha / beta): -4.39 / -5.27 eV
orbital gap (alpha / beta): 6.027 / 5.107 eV
electronic energy: -10874.56891 Eh

```
! RIJCOSX wB97M-V def2-TZVPD def2/J DEFGRID3
* xyz 1 2
Re 0.63955 -1.08093 0.92217
Se -3.26505 -0.30683 3.90367
Sb -2.81825 -2.44943 2.94827
Se 1.23145 -2.14203 3.19917
Se -1.44475 -1.99533 0.65517
Se -0.42355 -3.31783 4.10697
C 1.22075 0.16637 -4.35693
N 1.48985 -1.03243 -3.59133
C 1.92105 -2.16633 -4.39613
C 2.04445 -3.30563 -3.39203
N 1.44615 -2.74883 -2.19553
C 1.46175 -3.53903 -0.99543
C 1.14935 -1.43023 -2.33193
N 0.62235 -0.71743 -1.36043
C 0.26905 0.68297 -1.54513
C -0.84195 1.15977 -0.59623
N -0.39895 1.15547 0.77897
C -0.99895 1.82907 1.72447
N -0.39115 2.03917 2.92367
C 0.84265 1.46407 3.35087
C -1.25515 2.69927 3.86777
C -2.45165 3.10047 3.01227
N -2.19525 2.46447 1.73617
C -3.18425 2.66647 0.71157
H 1.84805 0.12267 -5.24773
H 1.49315 1.07167 -3.82063
H 0.17715 0.22027 -4.68663
H 2.87335 -1.93333 -4.88433
H 1.17985 -2.38823 -5.17373
H 3.08995 -3.58213 -3.19963
H 1.49665 -4.19973 -3.70803
H 1.92245 -4.49863 -1.21383
H 0.44725 -3.73463 -0.63463
H 2.06095 -3.06513 -0.20233
H -0.12065 0.84087 -2.54793
H 1.15135 1.31277 -1.37463
H -1.71545 0.50977 -0.74473
H -1.09775 2.17927 -0.89773
H 1.54005 1.41067 2.51167
H 0.69205 0.45987 3.78627
H 1.28255 2.09537 4.12327
H -0.74795 3.56607 4.29987
H -1.55495 2.00887 4.67057
H -2.53505 4.18417 2.88427
H -3.38895 2.71237 3.42847
H -4.14725 2.80307 1.20007
H -3.25905 1.81597 0.04557
H -2.97215 3.56967 0.12747
O 2.22625 -0.53533 1.03737
O 3.38865 -0.14173 1.14147
*
```

---

The molecule C12H24Si in a non-equilibrium geometry, computed with the ωB97M-V functional and the def2-TZVPD basis.

largest force on an atom: 3.7 eV Å⁻¹
LUMO: 0.78 eV
orbital gap: 10.165 eV
electronic energy: -761.01790 Eh

```
! RIJCOSX wB97M-V def2-TZVPD def2/J DEFGRID3
* xyz 0 1
C -2.88572 1.73083 -0.26902
C -1.92358 1.15545 0.13857
C -1.48747 1.04974 3.13514
C -2.40846 -0.99096 1.99976
C 1.41960 1.66452 -1.78937
C 2.64800 0.74658 0.13497
C 2.76876 -0.51552 -2.08626
C -0.89982 -0.80440 -2.31552
C 0.32195 -2.46195 -0.06982
C -0.73357 0.43726 0.74932
C -1.16482 -0.11618 2.14002
C 1.79616 0.28661 -1.10817
Si 0.15509 -0.60825 -0.65943
H -3.60330 2.41168 -0.55718
H -0.66154 1.78779 2.93952
H -2.42970 1.54508 2.91217
H -1.52793 0.75478 4.27984
H -3.34863 -0.46257 1.74088
H -2.56540 -1.49209 2.93379
H -2.28199 -1.81646 1.27614
H 1.18402 1.59608 -2.91934
H 0.49046 1.90548 -1.38495
H 2.00251 2.52449 -1.63668
H 2.83776 -0.11093 0.72986
H 2.34850 1.55431 0.73776
H 3.66150 0.97074 -0.20414
H 3.20826 -1.40360 -1.48661
H 2.26384 -0.82200 -3.00345
H 3.65412 0.17848 -2.31623
H -1.20250 0.02528 -2.82957
H -0.37278 -1.48683 -3.04453
H -1.90510 -1.27414 -2.02457
H 0.66991 -2.51027 0.91828
H -0.56007 -3.16892 -0.07999
H 1.08241 -2.82221 -0.73239
H -0.07463 1.24582 0.99478
H -0.47583 -0.70370 2.75640
*
```

---

A structure of composition C12H25ClI2NP2Ru in a non-equilibrium geometry, computed with the ωB97M-V functional and the def2-TZVPD basis.

largest force on an atom: 4.4 eV Å⁻¹
LUMO (alpha / beta): -10.61 / -13.75 eV
orbital gap (alpha / beta): 6.491 / 3.433 eV
electronic energy: -2359.04693 Eh

```
! RIJCOSX wB97M-V def2-TZVPD def2/J DEFGRID3
* xyz 3 5
I 0.01060 -1.78124 -5.30881
I 0.01015 0.91868 -5.68253
Ru -0.00809 -0.90244 0.75445
P -1.86156 0.02908 0.18082
C -2.64627 -0.02320 -1.48759
C -3.10185 -1.02130 1.07124
H -3.98648 -0.36757 1.06934
H -3.55004 1.64480 0.88036
H -2.74823 -1.23977 2.08639
H -1.98522 1.95366 1.69202
H -2.39200 -0.96695 -1.99030
H -3.31767 -1.96232 0.53984
C -2.45751 1.69346 0.73463
H -3.74408 0.02349 -1.35602
H -2.23274 2.49281 0.01150
H -2.34162 0.79821 -2.15634
P 1.85847 0.01602 0.19948
C 2.65562 -0.03650 -1.46260
C 2.46117 1.67615 0.75910
H 2.70852 -1.27765 2.10039
H 3.96695 -0.39159 1.12250
H 3.31248 -1.97792 0.55351
C 3.08400 -1.04615 1.09621
H 1.98316 1.94090 1.71254
H 3.55220 1.61941 0.91351
H 3.75239 0.00677 -1.32096
H 2.35833 0.78679 -2.13255
H 2.24844 2.47706 0.03380
H 2.40202 -0.97945 -1.96722
Cl -0.01249 0.53070 2.61016
N -0.01185 -3.05357 0.55746
C -0.01540 -3.67352 1.86311
C 1.19465 -3.87648 2.52536
C 1.18460 -4.22876 3.88763
C -0.00260 -4.47761 4.60346
C -1.19271 -4.19188 3.90816
C -1.21419 -3.84163 2.54870
H 0.82676 -3.20138 -0.02968
H -0.85911 -3.19787 -0.02484
H 2.11696 -3.73801 1.97416
H 2.12093 -4.41314 4.40119
H 0.00191 -4.83395 5.65267
H -2.11908 -4.34589 4.43436
H -2.13871 -3.67034 2.01148
*
```

---

Repeat the second record exactly.
A structure of composition C12H24N4OSeTaTl in a non-equilibrium geometry, computed with the ωB97M-V functional and the def2-TZVPD basis.

largest force on an atom: 2.2 eV Å⁻¹
LUMO (alpha / beta): -11.42 / -11.40 eV
orbital gap (alpha / beta): 3.366 / 3.596 eV
electronic energy: -3396.12305 Eh

```
! RIJCOSX wB97M-V def2-TZVPD def2/J DEFGRID3
* xyz 2 1
N 1.79505 -0.46773 -0.29670
C 4.14505 -1.84159 0.99869
O 5.02975 -1.95618 0.28500
Tl 2.58618 0.38294 -2.41435
Ta 0.03747 -0.00197 -0.08139
N -0.84005 -1.57308 -0.96086
N -0.15708 1.75067 -1.07574
C -0.38557 -2.96919 -1.10179
C 0.32462 3.08517 -0.71004
C 0.79700 -3.09223 -2.04904
C -1.48389 -3.88216 -1.65460
C 0.01982 -3.46415 0.27716
C 0.24137 4.08914 -1.87986
C -0.57673 3.57687 0.41991
C 1.77409 3.06414 -0.23764
H 0.53285 -2.74744 -3.05658
H 1.06570 -4.15725 -2.12060
H 1.67708 -2.54099 -1.70703
H -2.35519 -3.91138 -0.99742
H -1.09964 -4.90632 -1.72474
H -1.79142 -3.58752 -2.66230
H 0.94037 -2.98594 0.62962
H 0.17586 -4.54924 0.24707
H -0.77572 -3.25202 1.00198
H 0.57715 3.63533 -2.82048
H 0.89557 4.94682 -1.67193
H -0.77714 4.47966 -2.00085
H -1.62322 3.62328 0.09393
H -0.28442 4.58315 0.73402
H -0.53386 2.92155 1.30143
H 2.01072 2.28856 0.50197
H 1.97812 4.04458 0.22503
H 2.46489 2.94894 -1.08408
C -1.31842 1.78102 -1.98780
H -1.31597 0.93007 -2.68924
H -2.29997 1.82109 -1.46952
H -1.27183 2.69020 -2.60973
C -2.14960 -1.28396 -1.53063
H -2.92943 -1.99274 -1.21007
H -2.51972 -0.29375 -1.24075
H -2.09542 -1.31252 -2.63341
Se 0.03767 -0.00837 4.84996
C -0.22347 0.05573 3.14007
N -0.29851 0.07862 1.93000
*
```